A.
Computed, not measured: C6H11N in the gas phase, with ωB97M-V/def2-TZVPD.

Geometry as XYZ:
```
18
Properties=species:S:1:pos:R:3:mulliken_charge:R:1
C -2.1879 0.5806 -1.9470 -0.5976
C -1.1022 0.8801 -1.2427 -0.6020
C -0.2473 0.1394 -0.2782 0.8443
C 1.0311 -0.1279 -0.6189 -0.4264
C 1.8715 -1.2567 -0.0693 -1.3529
N -0.7981 0.0474 1.0180 -0.3297
C 0.0600 0.2018 2.1643 -0.8736
H -2.3342 1.0555 -2.9027 0.2724
H -2.7361 -0.3094 -1.6752 0.2846
H -0.5503 1.7728 -1.5636 0.2450
H 1.3247 0.3385 -1.5563 0.3154
H 2.6498 -1.5310 -0.7764 0.3691
H 1.2685 -2.1312 0.1719 0.3397
H 2.3970 -0.9236 0.8300 0.3222
H -1.6202 0.6293 1.0251 0.3221
H 0.9184 -0.4666 2.1095 0.2147
H -0.4221 -0.1127 3.0818 0.3386
H 0.4773 1.2140 2.2298 0.3141
```

* E_HOMO: -0.2823 hartree
* SMILES string: C=C/C(=C/C)NC
* total charge: 0
* Kohn-Sham gap: 8.7204 eV

B.
Computed, not measured: 2 unconnected molecules or ions with the total composition C6H11N, with ωB97M-V/def2-TZVPD.

Geometry as XYZ:
```
18
Properties=species:S:1:pos:R:3:mulliken_charge:R:1
C -1.6805 -0.4759 1.3516 -1.2004
C -1.2380 -0.1865 -0.0806 -0.6061
C 0.2830 0.0118 -0.2245 1.1405
C 1.1829 1.3768 -2.3410 -0.6561
C 1.1079 -1.2425 0.0825 -1.5025
C 0.7296 1.1404 0.6054 0.1091
N 1.0589 2.0100 1.2956 -0.4920
H -1.2670 -1.4198 1.7223 0.2944
H -2.7706 -0.5448 1.4008 0.3771
H -1.3626 0.3243 2.0288 0.3365
H -1.7429 0.7127 -0.4524 0.3081
H -1.5255 -1.0079 -0.7475 0.4083
H 0.6657 2.2828 -1.9548 0.2006
H 2.1694 1.4477 -1.8309 0.1989
H 0.4559 0.2460 -1.3235 -0.0470
H 2.1614 -1.0947 -0.1701 0.3655
H 1.0406 -1.4959 1.1442 0.3990
H 0.7317 -2.0847 -0.5059 0.3661
```

* E_HOMO (spin up / spin down): -0.3466 / -0.3466 hartree
* total charge: 0
* Kohn-Sham gap (spin up / spin down): 8.5247 / 8.5241 eV

Stability order, top to bottom: A, B

A.
Computed, not measured: a gas-phase ion, C2H8N2P (charge +1), with ωB97M-V/def2-TZVPD.

Geometry as XYZ:
```
13
Properties=species:S:1:pos:R:3:mulliken_charge:R:1
C -0.6698 -1.0552 0.0830 -0.3505
N 1.0668 -1.2450 -0.0132 -0.3108
P 1.8056 0.2530 0.0134 0.1016
C 0.1591 1.1927 0.3306 -0.7345
N -0.8973 0.3940 -0.2997 -0.1669
H -1.1900 -1.8564 -0.4303 0.3631
H -1.0946 -1.2876 1.1629 0.2981
H 1.2162 -2.1167 0.4650 0.2863
H 1.6623 0.6406 -1.4689 0.0511
H 0.3676 2.2626 0.0897 0.3681
H 0.1393 1.3607 1.4616 0.3409
H -0.8101 0.6329 -1.3500 0.4242
H -1.7551 0.8243 -0.0440 0.3293
```

* E_HOMO: -0.4967 hartree
* SMILES string: C1NPC[NH2+]1
* total charge: +1
* Kohn-Sham gap: 9.8442 eV

B.
Computed, not measured: 2 unconnected molecules or ions with the total composition C2H8N2P, with ωB97M-V/def2-TZVPD.

Geometry as XYZ:
```
13
Properties=species:S:1:pos:R:3:mulliken_charge:R:1
C -0.9590 0.1959 -0.5427 0.3017
C 2.1294 -0.2641 1.0758 -0.6963
N -1.6111 0.4413 0.5435 -0.3474
N -1.4499 0.3501 -1.7658 -0.3023
P 1.5301 -0.3128 -0.6272 0.1997
H 2.4505 -1.3011 1.3646 0.3326
H 1.2196 0.0065 1.5639 0.2183
H 2.9742 0.4345 1.0167 0.3026
H -2.6627 0.5366 0.6110 0.2542
H -1.2641 0.4955 1.5637 0.2425
H -2.3410 0.7109 -1.8799 0.1750
H -0.9151 0.2776 -2.5278 0.1961
H 0.8992 -1.5710 -0.3958 0.1234
```

* E_HOMO: -0.5259 hartree
* total charge: +1
* Kohn-Sham gap: 9.4042 eV

Stability order, top to bottom: B, A